(i)
Formula: C7H13O
Source: OMol25
Level of theory: ωB97M-V/def2-TZVPD

Element x y z (Å)
C (-3.38, -0.68, 0.11)
O (-4.38, 0.10, 0.46)
C (-2.17, 0.09, -0.50)
C (-0.97, -0.74, -0.78)
C (0.25, -0.51, -0.31)
C (1.55, -1.11, -0.25)
C (0.91, 0.55, 0.38)
C (1.60, 1.70, -0.29)
H (-3.59, -1.49, -0.66)
H (-2.97, -1.35, 0.93)
H (-1.89, 0.93, 0.13)
H (-2.54, 0.52, -1.44)
H (3.97, -0.43, 1.98)
H (-1.05, -1.77, -1.14)
H (2.43, -0.56, -0.61)
H (1.77, -1.84, 0.52)
H (1.07, 0.53, 1.45)
H (4.09, 0.10, 1.48)
H (2.69, 1.69, -0.17)
H (1.46, 1.66, -1.37)
H (1.14, 2.60, 0.10)

Calculated values
E_HOMO, eV: -2.278
Net charge: -1
Molar mass, g mol⁻¹: 113.180



(ii)
Formula: C7H13O
Source: OMol25
Level of theory: ωB97M-V/def2-TZVPD

Element x y z (Å)
C (-0.89, -1.58, 2.44)
C (-0.73, -1.54, 0.92)
C (-0.72, -0.36, 0.25)
C (-1.48, 0.81, 0.84)
C (0.02, -0.04, -1.01)
C (1.25, 0.89, -0.88)
C (1.90, 0.92, -2.36)
O (2.05, -0.26, -2.93)
H (-0.47, -0.66, 2.84)
H (-1.97, -1.66, 2.60)
H (-0.42, -2.48, 2.82)
H (-0.41, -2.45, 0.43)
H (-1.42, 1.70, 0.21)
H (-1.15, 1.15, 1.82)
H (-2.52, 0.51, 1.01)
H (0.50, -0.97, -1.37)
H (-0.61, 0.43, -1.75)
H (1.99, 0.57, -0.16)
H (0.93, 1.94, -0.68)
H (2.91, 1.39, -2.20)
H (1.22, 1.69, -2.85)

Calculated values
E_HOMO, eV: -2.351
SMILES string: C/C=C(\C)CCC[O-]
Net charge: -1
Molar mass, g mol⁻¹: 113.180



(iii)
Formula: C7H13O
Source: OMol25
Level of theory: ωB97M-V/def2-TZVPD

Element x y z (Å)
C (0.78, -2.22, 1.45)
O (1.11, -3.56, 1.48)
C (-0.01, -1.87, 0.19)
C (-0.62, -0.52, 0.14)
C (0.48, 0.59, 0.09)
C (-0.13, 1.98, -0.10)
C (-0.31, 2.44, -1.67)
C (-1.29, 3.54, -1.82)
H (0.25, -1.83, 2.37)
H (1.72, -1.60, 1.39)
H (-0.86, -2.59, 0.19)
H (0.63, -2.21, -0.64)
H (-1.31, -0.48, -0.75)
H (-1.30, -0.40, 0.99)
H (1.42, 0.30, -0.48)
H (0.84, 0.54, 1.17)
H (0.28, 2.97, 0.34)
H (-1.28, 1.89, 0.16)
H (0.08, 1.57, -2.32)
H (-0.88, 4.48, -2.26)
H (-1.78, 2.28, -1.60)

Calculated values
E_HOMO, eV: -2.167
Net charge: -1
Molar mass, g mol⁻¹: 113.180



Relative energy of each structure, in eV: (i) 3.008; (ii) 0.000; (iii) 6.502.



(i)
Formula: C8H19NO
Source: OMol25
Level of theory: ωB97M-V/def2-TZVPD

Element x y z (Å)
C (0.70, -0.79, 1.15)
C (0.33, -0.71, -0.35)
N (-0.73, -1.61, -0.88)
C (-0.97, -3.05, -0.53)
C (-1.68, -1.13, -1.73)
C (-1.62, 0.33, -2.32)
O (-2.45, -1.86, -2.35)
H (-0.22, -1.15, 1.62)
H (1.02, 0.18, 1.44)
H (1.20, -1.86, 1.39)
H (0.00, 0.29, -0.59)
H (1.14, -0.92, -1.05)
H (-1.41, -3.48, -1.46)
H (0.12, -3.28, -0.26)
H (-1.79, -3.06, 0.17)
H (-1.60, 1.14, -1.58)
H (-0.62, 0.30, -2.83)
H (-2.38, 0.23, -3.11)
C (1.55, 3.31, 3.14)
C (1.42, 2.18, 2.04)
C (2.58, 2.48, 1.07)
H (2.57, 3.59, 3.03)
H (0.81, 4.05, 2.95)
H (1.44, 2.97, 4.19)
H (1.58, 1.20, 2.50)
H (0.51, 2.26, 1.46)
H (3.59, 2.40, 1.46)
H (2.48, 1.61, 0.37)
H (2.55, 3.38, 0.46)

Calculated values
E_HOMO, eV: -8.958
SMILES string: CCN(C)C(C)=O.CCC
Molar mass, g mol⁻¹: 145.246



(ii)
Formula: C8H19NO
Source: OMol25
Level of theory: ωB97M-V/def2-TZVPD

Element x y z (Å)
C (1.34, 0.15, -1.06)
C (2.37, -0.05, 0.02)
C (2.04, 0.94, 1.18)
C (3.74, 0.10, -0.61)
C (2.27, -1.44, 0.54)
H (0.26, 0.46, -0.70)
H (1.85, 1.01, -1.76)
H (1.31, -0.71, -1.80)
H (2.79, 1.06, 2.02)
H (1.99, 2.02, 0.78)
H (1.01, 0.93, 1.56)
H (4.36, -0.14, 0.25)
H (3.93, 1.09, -1.09)
H (3.95, -0.62, -1.40)
H (2.36, -2.16, -0.32)
H (2.96, -1.67, 1.38)
H (1.27, -1.58, 1.00)
C (-3.02, 1.93, -0.21)
N (-3.40, 0.61, 0.37)
C (-2.92, -0.52, -0.14)
C (-3.74, -1.81, 0.09)
O (-1.81, -0.41, -0.71)
H (-2.16, 1.79, -0.92)
H (-3.92, 2.35, -0.72)
H (-2.71, 2.35, 0.81)
H (-4.30, 0.51, 0.69)
H (-4.81, -1.45, 0.13)
H (-3.56, -2.13, 1.36)
H (-3.45, -2.63, -0.72)

Calculated values
E_HOMO, eV: -9.670
SMILES string: CC(C)(C)C.CNC(C)=O
Molar mass, g mol⁻¹: 145.246



(iii)
Formula: C8H19NO
Source: OMol25
Level of theory: ωB97M-V/def2-TZVPD

Element x y z (Å)
C (-1.66, 0.90, 0.08)
C (-1.46, -1.31, -0.67)
C (-1.52, 1.69, -1.19)
C (-1.55, -2.15, 0.53)
O (-1.64, 1.68, 1.21)
H (-0.81, 2.19, 1.21)
H (-2.61, 0.38, 0.17)
H (-0.58, -1.42, -1.29)
H (-2.36, -1.14, -1.25)
H (-1.66, 1.07, -2.07)
H (-2.28, 2.48, -1.20)
H (-0.55, 2.18, -1.24)
H (-1.05, -3.12, 0.43)
H (-2.57, -2.31, 0.87)
H (-1.00, -1.66, 1.40)
C (1.57, -0.18, -0.08)
C (2.92, 0.17, 0.57)
C (1.54, 0.39, -1.49)
C (0.33, -0.27, 1.91)
N (0.48, 0.33, 0.77)
H (1.50, -1.28, -0.14)
H (2.38, -0.01, -2.07)
H (3.00, 1.26, 0.69)
H (3.02, -0.28, 1.56)
H (3.74, -0.18, -0.05)
H (1.63, 1.48, -1.47)
H (0.63, 0.12, -2.02)
H (0.92, -1.13, 2.21)
H (-0.36, 0.14, 2.63)

Calculated values
E_HOMO (alpha / beta), eV: -7.031 / -7.041
Molar mass, g mol⁻¹: 145.246



Relative energy of each structure, in eV: (i) 0.158; (ii) 0.000; (iii) 2.688.



(i)
Formula: C21H30N4O6S
Source: OMol25
Level of theory: ωB97M-V/def2-TZVPD

Element x y z (Å)
C (-0.56, 0.18, -3.36)
C (-0.98, -0.12, -2.05)
H (-0.26, 0.32, -1.32)
H (-1.27, -1.21, -1.94)
O (-2.36, 0.37, -1.98)
C (-2.43, 1.65, -1.18)
O (-1.49, 2.17, -0.65)
C (-3.79, 2.35, -1.26)
H (-3.91, 2.92, -0.30)
H (-3.90, 2.94, -2.00)
S (-5.12, 1.25, -1.17)
C (-4.59, 0.25, 0.09)
N (-4.03, 0.51, 1.19)
N (-3.59, -0.22, 2.12)
C (-3.81, -1.45, 1.32)
N (-4.42, -1.23, 0.34)
C (-4.61, -2.30, -0.78)
H (-4.91, -1.62, -1.65)
H (-5.40, -2.65, -0.62)
H (-3.80, -2.71, -0.89)
C (-3.28, -2.74, 1.82)
N (-1.91, -2.50, 2.03)
C (-1.17, -2.37, 0.73)
O (-1.69, -2.91, -0.18)
C (0.10, -1.54, 0.46)
C (0.18, -0.44, 1.30)
C (1.23, 0.17, 1.23)
C (2.40, 0.09, 0.50)
C (2.30, -1.39, 0.08)
C (1.27, -2.19, 0.11)
H (1.26, -3.01, -0.49)
O (3.37, -1.96, -0.83)
C (4.76, -1.39, -0.60)
C (5.64, -2.67, -1.12)
H (6.65, -2.26, -1.07)
H (5.60, -3.21, -0.42)
H (5.43, -2.83, -2.28)
H (4.97, -1.12, 0.67)
H (4.82, -0.51, -1.25)
O (3.36, 0.85, 0.49)
C (3.37, 2.02, 0.25)
C (4.33, 2.62, -0.52)
H (5.30, 2.30, -0.21)
H (4.43, 1.87, -1.68)
H (4.29, 3.67, -1.03)
H (2.51, 2.18, -0.47)
H (3.33, 2.57, 1.06)
O (1.42, 1.43, 1.86)
C (0.12, 2.29, 2.17)
C (0.31, 3.69, 2.73)
H (-0.42, 4.16, 3.02)
H (0.82, 4.22, 1.76)
H (1.40, 3.68, 3.34)
H (-0.25, 1.57, 3.24)
H (-0.54, 2.14, 1.59)
H (-0.75, -0.01, 2.02)
H (-1.42, -2.13, 2.57)
H (-3.61, -3.54, 1.29)
H (-3.52, -2.86, 2.95)
H (-0.26, 1.23, -3.27)
H (-1.28, -0.19, -4.28)
H (0.36, -0.38, -3.51)

Calculated values
E_HOMO, eV: -8.053
Molar mass, g mol⁻¹: 466.560



(ii)
Formula: C21H30N4O6S
Source: OMol25
Level of theory: ωB97M-V/def2-TZVPD

Element x y z (Å)
C (6.51, 2.28, -1.79)
C (7.12, 1.68, -0.53)
O (6.97, 0.25, -0.56)
C (6.22, -0.34, 0.35)
O (5.72, 0.20, 1.31)
C (6.03, -1.80, 0.03)
S (4.64, -1.94, -1.18)
C (3.73, -0.52, -0.70)
N (3.69, 0.61, -1.35)
N (2.92, 1.44, -0.64)
C (2.51, 0.82, 0.43)
C (1.62, 1.41, 1.47)
N (0.23, 1.34, 1.06)
C (-0.55, 0.27, 1.37)
O (-0.14, -0.65, 2.05)
C (-1.94, 0.32, 0.83)
C (-2.60, -0.90, 0.70)
C (-3.89, -0.95, 0.20)
O (-4.61, -2.10, 0.07)
C (-3.99, -3.33, 0.42)
C (-5.00, -4.44, 0.14)
C (-4.54, 0.24, -0.21)
O (-5.79, 0.27, -0.76)
C (-6.20, -0.77, -1.64)
C (-7.26, -0.19, -2.56)
C (-3.89, 1.47, 0.00)
O (-4.38, 2.70, -0.31)
C (-5.77, 2.99, -0.20)
C (-6.31, 2.74, 1.20)
C (-2.59, 1.49, 0.51)
N (2.98, -0.46, 0.44)
C (2.81, -1.47, 1.43)
H (5.46, 2.02, -1.85)
H (7.03, 1.89, -2.66)
H (6.62, 3.36, -1.75)
H (6.62, 2.06, 0.37)
H (8.19, 1.88, -0.46)
H (6.90, -2.22, -0.47)
H (5.78, -2.36, 0.93)
H (1.89, 2.46, 1.61)
H (1.72, 0.87, 2.41)
H (-0.08, 1.98, 0.35)
H (-2.09, -1.79, 1.01)
H (-3.71, -3.32, 1.48)
H (-3.09, -3.48, -0.19)
H (-5.27, -4.44, -0.91)
H (-4.57, -5.40, 0.40)
H (-5.90, -4.27, 0.73)
H (-5.35, -1.13, -2.22)
H (-6.62, -1.60, -1.06)
H (-6.85, 0.62, -3.15)
H (-7.63, -0.96, -3.23)
H (-8.09, 0.20, -1.98)
H (-6.35, 2.43, -0.93)
H (-5.82, 4.06, -0.44)
H (-5.70, 3.27, 1.94)
H (-6.29, 1.68, 1.43)
H (-7.33, 3.10, 1.27)
H (-2.14, 2.46, 0.66)
H (2.98, -2.45, 0.97)
H (1.79, -1.43, 1.82)
H (3.52, -1.32, 2.25)

Calculated values
E_HOMO, eV: -8.397
SMILES string: CCOC(=O)CSc1nnc(CNC(=O)c2cc(OCC)c(OCC)c(OCC)c2)n1C
Molar mass, g mol⁻¹: 466.560



Relative energy of each structure, in eV: (i) 24.868; (ii) 0.000.



(i)
Formula: C2H7N3
Source: OMol25
Level of theory: ωB97M-V/def2-TZVPD

Element x y z (Å)
H (-0.04, 1.80, 1.09)
N (0.80, 1.26, 0.84)
C (0.50, 0.20, 0.23)
C (1.30, -0.87, -0.36)
N (0.12, -1.36, 0.39)
H (1.30, -1.05, -1.43)
H (2.27, -1.04, 0.09)
H (0.33, -1.77, 1.29)
N (-1.41, 0.70, -0.47)
H (-1.45, 0.61, -1.48)
H (-1.80, 1.59, -0.18)
H (-1.91, -0.06, -0.01)

Calculated values
E_HOMO, eV: -7.814
SMILES string: [H]/N=C1/CN1.N
Molar mass, g mol⁻¹: 73.099



(ii)
Formula: C2H7N3
Source: OMol25
Level of theory: ωB97M-V/def2-TZVPD

Element x y z (Å)
N (1.80, -0.18, -0.70)
C (0.76, 0.03, -0.09)
N (0.10, 0.80, 0.72)
N (0.24, 2.20, 0.66)
H (1.82, -0.46, -1.68)
H (-0.61, 2.74, 0.71)
H (0.81, 2.39, -0.16)
C (-0.91, -1.53, 0.05)
H (-0.75, -0.45, 0.79)
H (-1.86, -1.76, 0.55)
H (-1.18, -1.40, -1.00)
H (-0.24, -2.38, 0.16)

Calculated values
E_HOMO, eV: -8.373
SMILES string: N=C=NN.C
Molar mass, g mol⁻¹: 73.099



(iii)
Formula: C2H7N3
Source: OMol25
Level of theory: ωB97M-V/def2-TZVPD

Element x y z (Å)
H (-1.02, 1.40, 1.59)
N (-1.07, 0.72, 0.79)
C (0.12, 0.57, 0.35)
N (1.10, 1.35, 0.86)
N (0.46, -0.47, -0.63)
C (-0.71, -1.47, -0.88)
H (1.84, 1.26, 0.17)
H (1.18, 1.79, 1.83)
H (1.36, -0.37, -1.21)
H (-0.60, -2.16, -1.74)
H (-1.58, -0.76, -1.18)
H (-1.05, -1.86, 0.05)

Calculated values
E_HOMO, eV: -8.602
SMILES string: [H]/N=C(\N)NC
Molar mass, g mol⁻¹: 73.099



Relative energy of each structure, in eV: (i) 2.305; (ii) 3.346; (iii) 0.000.



(i)
Formula: C3H3NO2
Source: OMol25
Level of theory: ωB97M-V/def2-TZVPD

Element x y z (Å)
O (-2.00, 1.02, 2.57)
C (-1.94, 0.63, 1.47)
N (-1.96, 0.07, 0.44)
O (-2.00, 0.35, -0.86)
H (-1.61, -0.51, -1.17)
C (1.00, -0.27, 0.94)
C (0.67, 0.61, 0.16)
H (1.62, -1.04, 1.23)
H (0.13, 1.28, -0.53)

Calculated values
E_HOMO, eV: -9.775
SMILES string: O=C=NO.C#C
Molar mass, g mol⁻¹: 85.062



(ii)
Formula: C3H3NO2
Source: OMol25
Level of theory: ωB97M-V/def2-TZVPD

Element x y z (Å)
C (1.80, -0.04, 0.01)
C (0.34, -0.21, 0.07)
C (-0.85, -0.07, -0.14)
N (-2.23, -0.06, -0.04)
O (-2.77, 1.04, -0.15)
O (-2.78, -1.13, 0.22)
H (2.34, -0.77, -0.68)
H (1.81, 1.05, -0.30)
H (2.33, 0.19, 1.01)

Calculated values
E_HOMO, eV: -10.511
SMILES string: CC#C[N+](=O)[O-]
Molar mass, g mol⁻¹: 85.062



(iii)
Formula: C3H3NO2
Source: OMol25
Level of theory: ωB97M-V/def2-TZVPD

Element x y z (Å)
C (-2.95, 0.38, -0.03)
C (-1.75, 0.34, -0.02)
C (0.17, -0.50, -0.12)
N (2.23, 0.31, 0.34)
O (0.40, -1.63, -0.23)
O (0.87, 0.54, 0.22)
H (-3.95, 0.33, 0.18)
H (2.61, 0.89, -0.43)
H (2.37, -0.67, 0.08)

Calculated values
E_HOMO, eV: -10.249
Molar mass, g mol⁻¹: 85.062



(iv)
Formula: C3H3NO2
Source: OMol25
Level of theory: ωB97M-V/def2-TZVPD

Element x y z (Å)
O (-1.15, -1.48, -0.76)
C (-0.52, -0.36, -0.37)
C (0.45, -0.36, 0.66)
C (0.80, 0.94, 0.72)
O (0.11, 1.66, -0.17)
N (-0.74, 0.83, -0.87)
H (-1.24, -1.50, -1.72)
H (0.81, -1.22, 1.20)
H (1.53, 1.48, 1.32)

Calculated values
E_HOMO, eV: -10.074
SMILES string: Oc1ccon1
Molar mass, g mol⁻¹: 85.062



Relative energy of each structure, in eV: (i) 3.614; (ii) 4.155; (iii) 4.495; (iv) 0.000.



(i)
Formula: C3H3NO2
Source: OMol25
Level of theory: ωB97M-V/def2-TZVPD

Element x y z (Å)
O (-1.13, 0.89, -2.05)
C (-0.71, 0.41, -0.99)
C (0.65, 0.47, -0.51)
C (0.76, -0.12, 0.71)
N (-0.52, -0.63, 1.02)
O (-1.45, -0.30, -0.05)
H (1.43, 0.94, -1.08)
H (1.68, -0.29, 1.24)
H (-0.71, -1.37, 1.71)

Calculated values
E_HOMO, eV: -9.042
SMILES string: O=c1cc[nH]o1
Molar mass, g mol⁻¹: 85.062



(ii)
Formula: C3H3NO2
Source: OMol25
Level of theory: ωB97M-V/def2-TZVPD

Element x y z (Å)
C (-1.44, -0.22, 0.23)
O (-0.05, -0.15, -0.04)
C (0.91, 0.59, -0.54)
O (0.90, 1.55, -1.26)
C (2.08, -0.15, 0.03)
N (2.83, -0.84, 0.58)
H (-1.44, -1.20, 0.70)
H (-1.73, 0.54, 0.95)
H (-2.06, -0.14, -0.66)

Calculated values
E_HOMO, eV: -11.669
SMILES string: COC(=O)C#N
Molar mass, g mol⁻¹: 85.062



(iii)
Formula: C3H3NO2
Source: OMol25
Level of theory: ωB97M-V/def2-TZVPD

Element x y z (Å)
O (0.19, 1.39, -1.09)
C (0.26, 0.31, -0.29)
C (-0.87, -0.15, 0.34)
O (-2.05, 0.17, 0.40)
C (1.54, -0.31, -0.14)
N (2.56, -0.84, 0.00)
H (-0.74, 1.68, -1.10)
H (-0.35, -0.86, 1.32)
H (-0.53, -1.40, 0.57)

Calculated values
E_HOMO (alpha / beta), eV: -9.067 / -9.066
Molar mass, g mol⁻¹: 85.062



Relative energy of each structure, in eV: (i) 0.498; (ii) 0.000; (iii) 2.669.



(i)
Formula: C4H12NO2
Source: OMol25
Level of theory: ωB97M-V/def2-TZVPD

Element x y z (Å)
C (2.18, -0.78, 1.74)
O (2.29, -2.18, 2.03)
C (0.86, -0.51, 1.05)
N (0.70, 0.92, 0.82)
H (2.26, -0.20, 2.66)
H (2.98, -0.48, 1.07)
H (3.16, -2.36, 2.41)
H (0.80, -1.11, 0.14)
H (0.03, -0.85, 1.70)
H (-0.09, 1.01, 0.15)
H (1.49, 1.24, 0.27)
C (-1.80, 1.30, -2.00)
O (-0.97, 0.48, -1.32)
C (-3.16, 0.63, -2.29)
H (-1.37, 1.62, -2.98)
H (-2.03, 2.25, -1.44)
H (-3.91, 1.29, -2.74)
H (-3.52, 0.24, -1.33)
H (-3.00, -0.23, -2.94)

Calculated values
E_HOMO, eV: -2.734
Net charge: -1
Molar mass, g mol⁻¹: 106.145



(ii)
Formula: C4H12NO2
Source: OMol25
Level of theory: ωB97M-V/def2-TZVPD

Element x y z (Å)
C (0.65, 1.61, 0.89)
C (-0.29, 0.79, -0.01)
C (-1.61, 0.62, 0.73)
N (0.35, -0.61, -0.30)
C (1.51, -0.47, -1.39)
O (2.73, -0.21, -0.77)
H (0.24, 2.69, 0.97)
H (1.74, 1.65, 0.43)
H (0.83, 1.19, 1.95)
H (-0.80, 1.23, -0.90)
H (-1.59, 0.49, 1.80)
H (-2.15, -0.29, 0.26)
H (-2.38, 1.40, 0.33)
H (0.82, -0.72, 0.59)
H (1.30, 0.37, -2.14)
H (1.48, -1.55, -1.77)
H (-0.91, -1.93, -0.10)
H (-0.66, -3.35, -0.61)
O (-1.24, -2.91, 0.01)

Calculated values
E_HOMO, eV: -2.841
Net charge: -1
Molar mass, g mol⁻¹: 106.145



Relative energy of each structure, in eV: (i) 0.000; (ii) 0.901.



(i)
Formula: C4H12NO2
Source: OMol25
Level of theory: ωB97M-V/def2-TZVPD

Element x y z (Å)
C (1.50, -1.03, 1.80)
N (0.46, -1.87, 1.25)
C (-0.44, -0.82, 0.79)
C (-1.15, -1.06, -0.54)
C (-0.82, 0.17, -1.47)
O (-1.44, 1.36, -0.97)
H (2.32, -1.56, 2.31)
H (1.05, -0.34, 2.52)
H (1.90, -0.44, 1.10)
H (0.15, 0.10, 0.68)
H (0.46, 0.99, 0.59)
H (-1.22, -0.61, 1.55)
H (-0.78, -1.98, -1.14)
H (-2.26, -1.14, -0.45)
H (0.25, 0.41, -1.45)
H (-1.02, -0.04, -2.54)
H (-0.69, 2.08, -1.14)
H (1.20, 2.97, -1.08)
O (0.52, 2.82, -1.82)

Calculated values
E_HOMO, eV: -3.899
Net charge: -1
Molar mass, g mol⁻¹: 106.145



(ii)
Formula: C4H12NO2
Source: OMol25
Level of theory: ωB97M-V/def2-TZVPD

Element x y z (Å)
C (-1.15, -1.18, 0.93)
C (-1.82, 0.16, 0.62)
N (-0.96, 1.33, 0.51)
C (0.13, 1.16, -0.46)
C (1.41, 0.57, 0.21)
O (1.41, 0.70, 1.55)
H (-1.92, -1.95, 1.04)
H (-0.50, -1.48, 0.11)
H (-0.53, -1.10, 1.83)
H (-2.57, 0.39, 1.39)
H (-2.41, 0.05, -0.31)
H (-0.40, 1.35, 1.39)
H (-0.20, 0.57, -1.33)
H (0.33, 2.14, -0.91)
H (2.28, 1.09, -0.26)
H (1.51, -0.49, -0.15)
H (0.91, -1.97, -1.80)
H (0.47, -1.21, -3.02)
O (0.81, -2.07, -2.76)

Calculated values
E_HOMO, eV: -2.806
Net charge: -1
Molar mass, g mol⁻¹: 106.145



(iii)
Formula: C4H12NO2
Source: OMol25
Level of theory: ωB97M-V/def2-TZVPD

Element x y z (Å)
C (-1.64, -1.49, -0.50)
C (-1.54, -0.50, 0.68)
N (-1.68, 0.94, 0.38)
C (-0.26, 1.34, -0.64)
C (1.07, 0.84, -0.13)
O (1.29, -0.55, -0.20)
H (-1.57, -0.85, -1.40)
H (-2.63, -2.03, -0.51)
H (-0.84, -2.27, -0.53)
H (-2.18, -0.87, 1.52)
H (-0.50, -0.64, 1.04)
H (-1.49, 1.05, -0.74)
H (-0.27, 2.40, -0.46)
H (-0.30, 1.13, -1.76)
H (1.90, 1.31, -0.72)
H (1.23, 1.23, 0.90)
H (3.66, -0.19, 1.88)
H (2.20, -0.63, 0.27)
O (3.55, -0.20, 0.92)

Calculated values
E_HOMO, eV: -3.521
Net charge: -1
Molar mass, g mol⁻¹: 106.145



Relative energy of each structure, in eV: (i) 5.830; (ii) 0.000; (iii) 3.398.